(1)
8
Properties=species:S:1:pos:R:3 method="wB97M-V/def2-TZVPD" gap_ev="7.802 / 5.755" spin_multiplicity=3 e_above_lowest_kj_mol=120.9
C -0.90633 -0.48477 0.17965
O 0.72948 0.75744 -1.68018
S 0.73980 2.12478 0.92533
S 0.57073 0.57121 -0.27238
I 2.44535 -1.10663 0.30075
H -0.67912 -1.24523 0.77519
H -1.71662 0.20323 0.65680
H -1.18330 -0.82003 -0.88516


(2)
14
Properties=species:S:1:pos:R:3 method="wB97M-V/def2-TZVPD" gap_ev=6.382 total_charge=-2
Li 13.94319 -14.91760 10.73118
C 14.39116 -13.82474 7.57359
O 14.28139 -14.21571 8.89430
H 14.15598 -14.67984 6.91778
H 13.69538 -12.98805 7.37343
H 15.40725 -13.44870 7.34911
N 15.12569 -17.34725 11.24377
O 13.86624 -17.16553 11.20592
O 15.84331 -16.32132 11.25930
O 15.60399 -18.50266 11.26220
N 12.60249 -13.34175 12.40790
O 13.84302 -13.56178 12.31928
O 12.13420 -12.59169 13.29177
O 11.86252 -13.90572 11.55839


(3)
8
Properties=species:S:1:pos:R:3 method="wB97M-V/def2-TZVPD" gap_ev="6.424 / 7.138" spin_multiplicity=3 e_above_lowest_kj_mol=363.3 total_charge=-1
C 1.13276 0.17895 0.05462
N 0.15936 1.14724 0.10113
N -1.62857 -0.11340 -0.00920
O -1.35770 -1.28182 -0.10951
O -2.69153 0.43983 0.01638
H 2.15305 0.67318 -0.45770
H 1.44301 -0.22338 1.06918
H 0.78963 -0.82061 -0.66491


(4)
9
Properties=species:S:1:pos:R:3 method="wB97M-V/def2-TZVPD" gap_ev=7.391 e_above_lowest_kj_mol=230.3 total_charge=-1
C -0.21128 -0.45440 0.38682
N -1.79115 0.44734 -0.80544
N -1.18760 0.68798 0.27848
O 2.11648 1.00344 0.76200
O 2.23902 -1.15482 -0.52656
S 1.51274 0.17105 -0.29961
H -0.32248 -1.16519 -0.32842
H 0.10498 -0.67685 1.45518
H -2.46071 1.14143 -0.92245


(5)
8
Properties=species:S:1:pos:R:3 method="wB97M-V/def2-TZVPD" gap_ev=10.016 e_above_lowest_kj_mol=139.8
C 0.80265 -0.43156 0.00920
N 0.17629 0.90708 -0.05521
N -0.46606 -1.31960 -0.08801
O -2.57128 0.51008 0.18898
P -1.25208 0.05682 0.15204
H 1.48549 -0.70382 -0.86545
H 1.21959 -0.83603 0.87957
H 0.60540 1.81703 -0.22113


(6)
8
Properties=species:S:1:pos:R:3 method="wB97M-V/def2-TZVPD" gap_ev=10.139 e_above_lowest_kj_mol=196.4 smiles="C1N=NPO1"
C -0.95132 0.05827 -0.34479
N 0.09491 -0.78227 -0.91707
N 1.08556 -0.90712 -0.22333
P 1.04510 0.00000 1.26248
O -0.40685 0.63092 0.83904
H -1.09496 0.87298 -1.18233
H -1.76533 -0.62113 -0.10033
H 1.99289 0.74835 0.66634


(7)
8
Properties=species:S:1:pos:R:3 method="wB97M-V/def2-TZVPD" gap_ev="6.737 / 6.655" e_above_lowest_kj_mol=375.5 total_charge=-1
C 0.59651 0.95118 -0.34507
N -0.38598 1.04341 0.51642
N -0.98911 -1.22924 0.37200
O -0.25723 -1.72829 -0.51494
S -1.83538 -1.81012 1.54882
H 1.65759 1.02060 0.25245
H 0.62632 -0.11023 -0.76319
H 0.58729 1.86268 -1.06649


(8)
9
Properties=species:S:1:pos:R:3 method="wB97M-V/def2-TZVPD" gap_ev="4.900 / 4.899" e_above_lowest_kj_mol=134.3 total_charge=-1
C -2.17061 -1.78363 -1.48968
N 0.04900 -0.23741 0.06832
N -0.15554 0.54005 -0.99644
O -1.32093 -1.66312 -2.28692
S -3.25638 -2.37269 -0.55700
S -1.64996 1.40968 -1.04512
H -0.32729 0.36050 0.94080
H -0.27835 -1.16189 0.20911
H -0.16692 -0.08832 -1.85851


(9)
7
Properties=species:S:1:pos:R:3 method="wB97M-V/def2-TZVPD" gap_ev="6.331 / 6.954" spin_multiplicity=3 e_above_lowest_kj_mol=70.2
C 1.40537 1.54689 -0.47938
N 2.52986 1.82633 -0.25906
N 0.02094 -0.56062 -0.21650
P -0.15644 0.97763 -0.95486
H -0.44395 -0.50203 0.69860
H -0.45741 -1.32709 -0.63610
H -1.01638 1.52847 0.19996


(10)
7
Properties=species:S:1:pos:R:3 method="wB97M-V/def2-TZVPD" gap_ev=9.570 e_above_lowest_kj_mol=377.6 total_charge=+2
C 0.27656 -0.47459 -0.83469
N 0.25443 -1.55565 -2.92947
N 0.33230 -0.98957 -2.01332
N 0.34234 0.51586 -0.12093
H -0.15513 -2.13900 0.03544
H -0.05903 0.54381 0.78239
H 0.81528 1.33946 -0.46398


(11)
8
Properties=species:S:1:pos:R:3 method="wB97M-V/def2-TZVPD" gap_ev=9.284 e_above_lowest_kj_mol=307.6
C 1.32849 -0.16866 0.05620
N -1.43507 -0.32048 -0.03492
N -1.19961 0.78645 -0.35428
N 1.76224 0.94294 -0.06043
O 1.24660 -1.28169 0.32406
H -0.81769 -1.05006 -0.27577
H -2.22716 -0.64969 0.60003
H 1.34220 1.74119 -0.25489


(12)
9
Properties=species:S:1:pos:R:3 method="wB97M-V/def2-TZVPD" gap_ev=8.760 e_above_lowest_kj_mol=583.1
H 0.94669 0.45241 -1.84791
N 0.10086 0.17538 -1.19395
N -0.83121 -0.47838 -1.61528
H -0.94303 -0.51912 -2.62695
O 2.04200 -0.24173 0.46351
C 1.02884 -0.20510 1.03331
N 0.10736 0.50147 1.33372
O -1.10377 -0.08615 1.81879
H -1.34775 0.40122 2.63476


(13)
10
Properties=species:S:1:pos:R:3 method="wB97M-V/def2-TZVPD" gap_ev="7.861 / 7.861" e_above_lowest_kj_mol=678.8
C -0.25107 -1.08460 -0.37269
N -1.70333 1.29967 -0.04233
N -0.49718 1.28923 -0.44637
N -2.56165 0.40742 0.00496
O -3.76363 0.58481 -0.04855
O 0.39411 1.97770 0.29481
S -1.75630 -1.53602 0.17407
H -0.12668 -1.10552 -1.39357
H 0.62835 -1.01624 0.23912
H 0.05706 2.54363 0.98130


(14)
10
Properties=species:S:1:pos:R:3 method="wB97M-V/def2-TZVPD" gap_ev="8.689 / 6.268" e_above_lowest_kj_mol=319.0
C -0.16723 1.31312 0.43519
N -0.20877 2.05312 1.33071
N -1.66198 -0.42719 -0.83912
N 1.68753 -0.79393 1.13809
O 1.64418 -1.77266 1.77384
O 2.46853 0.12924 1.31505
Si -0.14853 0.22714 -1.05207
H -1.72877 -1.39138 -0.64080
H -2.56074 0.01403 -1.18555
H 0.67579 0.64850 -2.27532


(15)
10
Properties=species:S:1:pos:R:3 method="wB97M-V/def2-TZVPD" gap_ev=8.777 e_above_lowest_kj_mol=296.0 smiles="NN(C=O)[N+](=O)[O-]"
N 0.18772 -0.95087 -0.43315
N 0.70537 0.25974 0.03166
C -0.53921 1.55411 0.00309
O -1.63308 1.19563 -0.13789
N 2.02089 0.47837 -0.01005
O 2.37857 1.61706 0.21263
O 2.72322 -0.49266 -0.19317
H 0.66056 -1.73527 0.00701
H -0.81007 -0.95798 -0.23558
H 0.03220 2.45391 0.17434


(16)
10
Properties=species:S:1:pos:R:3 method="wB97M-V/def2-TZVPD" gap_ev=11.117 e_above_lowest_kj_mol=150.0
H 0.11897 0.68985 -1.26291
N 1.12177 0.92718 -1.05681
N 1.50884 0.11426 -0.20170
O 1.01785 -0.80267 0.30328
O 2.83469 0.35610 0.17812
H 3.06647 1.26202 -0.29079
N -2.76143 -1.18736 0.80801
C -2.12427 -0.38129 0.24984
O -1.59322 0.29499 -0.50396
H -3.18967 -1.27308 1.77694


(17)
8
Properties=species:S:1:pos:R:3 method="wB97M-V/def2-TZVPD" gap_ev="8.131 / 8.413" e_above_lowest_kj_mol=411.0
C 0.67786 -0.42854 0.03724
N -0.05170 -1.50104 -0.33060
N -2.01803 -0.55296 0.42388
N -0.01616 0.84133 -0.25010
S -1.67372 0.79586 -0.03953
H 0.98801 -0.42099 1.11001
H 1.59900 -0.43637 -0.57253
H 0.49474 1.70272 -0.37837


(18)
8
Properties=species:S:1:pos:R:3 method="wB97M-V/def2-TZVPD" gap_ev=9.741 e_above_lowest_kj_mol=64.6 smiles="[H]/N=N/[H].N=C=S"
H 2.47538 0.96816 0.95250
N 1.75454 0.52632 0.19487
N 1.39699 -0.54335 0.70699
H 0.63941 -1.03103 0.17958
N -3.09953 0.84634 -0.14968
C -2.01895 1.33800 -0.13087
S -0.64870 2.00321 -0.00110
H -3.96905 0.96723 -0.57732


(19)
8
Properties=species:S:1:pos:R:3 method="wB97M-V/def2-TZVPD" gap_ev="6.820 / 9.378" spin_multiplicity=3 e_above_lowest_kj_mol=206.6
C -0.16897 0.54441 -0.14413
N -0.92780 1.62366 0.29434
N -2.77854 0.93402 -0.16060
N -0.82986 -0.72651 0.25102
S -2.49776 -0.55427 -0.02778
H 0.21685 0.60216 -1.16964
H 0.76972 0.81911 0.34592
H -0.30295 -1.62249 0.24546


(20)
9
Properties=species:S:1:pos:R:3 method="wB97M-V/def2-TZVPD" gap_ev="7.166 / 6.476" e_above_lowest_kj_mol=134.0
C -0.75696 0.38626 0.27563
N -0.24168 -0.83340 0.28855
N 0.96582 -1.15144 0.25154
N 1.89719 -0.31377 -0.17433
S -2.35988 0.96415 0.22070
S -3.84162 -0.09314 -0.46654
H -0.14227 1.23107 0.59783
H 2.80325 -0.73512 -0.31723
H 1.67614 0.54540 -0.67616


In order of appearance, total energy = -1209.07032, -683.49180, -299.69125, -698.05007, -565.96898, -565.94743, -622.65095, -1020.99820, -490.56819, -203.13517, -279.31007, -354.46146, -752.57260, -643.96989, -429.70302, -429.75864, -602.13837, -602.27032, -602.12204, -1000.42956 Eh.